Record 1
# C32H34BN13O3Rb

A molecular structure, C32H34BN13O3Rb (ωB97M-V/def2-TZVPD, OMol25).

```
84
Properties=species:S:1:pos:R:3:forces:R:3
Rb 0.56928 -1.86623 -0.42895 0.01 0.03 -0.02
C 3.10959 -4.93137 2.76268 -0.05 0.00 -0.15
C 2.00743 -4.10822 2.47730 0.02 0.00 0.06
N 1.70315 -4.13513 1.18803 0.00 0.03 -0.02
N 2.58909 -4.96752 0.61174 0.02 -0.01 0.06
C 3.44213 -5.45836 1.52997 0.00 0.00 0.10
B 2.57114 -5.34879 -0.89107 -0.07 0.00 0.00
N 3.27616 -4.29240 -1.76219 0.06 -0.01 -0.01
C 4.34620 -4.50946 -2.55354 -0.04 0.01 0.01
C 4.68539 -3.31714 -3.15713 0.00 -0.02 0.01
C 3.73873 -2.40850 -2.65571 -0.02 0.05 0.00
N 2.90039 -3.00257 -1.81823 0.05 -0.01 -0.03
N 1.12516 -5.61598 -1.35764 0.01 0.00 -0.04
C 0.57936 -6.83694 -1.52243 0.00 0.03 0.02
C -0.74276 -6.67690 -1.87634 0.02 -0.02 -0.02
C -0.90980 -5.28350 -1.90627 -0.01 0.02 0.00
N 0.21324 -4.65287 -1.59173 -0.02 -0.05 0.01
H 3.58078 -5.11848 3.71255 0.00 -0.01 0.00
H 1.41883 -3.49950 3.14813 0.03 0.00 0.02
H 4.21132 -6.15462 1.23877 0.00 0.00 0.01
H 3.19461 -6.37797 -1.00576 0.01 -0.01 0.00
H 4.77871 -5.49349 -2.62651 0.01 0.01 -0.01
H 5.48807 -3.13534 -3.85118 0.00 0.01 0.00
H 3.62325 -1.35455 -2.86144 0.00 0.00 0.00
H 1.17604 -7.72190 -1.37625 -0.01 -0.01 0.00
H -1.46741 -7.44434 -2.08789 0.00 0.00 0.00
H -1.79521 -4.71341 -2.14423 0.00 0.00 0.00
N -0.56301 4.85640 0.08729 0.02 0.06 0.04
C -1.38835 5.95670 0.15457 0.02 -0.05 0.05
C -1.73154 6.81583 1.19285 0.02 -0.01 0.00
C -2.61672 7.83218 0.89076 -0.01 0.02 -0.01
C -3.14236 7.98749 -0.40212 0.01 -0.01 0.01
C -2.79934 7.12592 -1.42531 0.00 0.00 0.00
C -1.90939 6.09143 -1.13907 -0.02 -0.01 -0.11
N -1.41953 5.08940 -1.96205 0.00 0.04 0.11
C -0.63597 4.37894 -1.19504 0.02 -0.04 -0.10
C 0.06470 3.15327 -1.59940 -0.07 0.02 -0.14
C -0.19978 2.56436 -2.83853 0.04 -0.03 0.11
C 0.40841 1.35811 -3.13640 -0.05 0.10 0.15
N 1.24670 0.72773 -2.30569 -0.05 0.04 -0.24
C 1.51299 1.31651 -1.14583 0.14 -0.17 0.00
C 0.94766 2.51610 -0.74861 0.03 0.05 0.06
H -0.07386 4.41922 0.85016 -0.03 -0.02 0.04
H -1.33296 6.69301 2.19143 0.00 -0.01 0.00
H -2.91600 8.52174 1.66952 0.00 0.00 0.00
H -3.83510 8.79675 -0.59390 0.00 0.00 0.00
H -3.20653 7.23475 -2.42185 0.00 0.00 0.00
H -0.89259 3.03202 -3.52357 0.00 0.01 0.00
H 0.19568 0.85843 -4.07480 0.03 -0.01 -0.01
H 2.18640 0.78230 -0.48411 0.00 0.03 0.00
H 1.18783 2.88484 0.24057 0.01 0.01 -0.01
N 3.68050 -0.91549 3.01806 -0.02 0.03 -0.03
C 4.53271 -1.74174 2.32083 0.00 0.00 0.03
C 4.17316 -1.61328 1.01582 -0.03 -0.01 -0.02
N 3.12622 -0.72593 0.89957 0.03 -0.07 0.03
C 2.85068 -0.32849 2.11820 -0.01 0.03 0.00
H 3.65006 -0.78030 4.01173 0.01 -0.02 0.00
H 5.26938 -2.35463 2.80785 0.00 0.00 0.00
H 4.57209 -2.12426 0.15490 0.00 0.01 0.00
H 2.07762 0.37943 2.39397 0.01 -0.02 -0.01
C -4.21301 -0.79851 2.03985 0.00 0.00 -0.03
C -4.30697 0.30373 0.99033 0.06 0.02 0.01
C -3.09048 1.23697 0.99348 -0.10 -0.06 0.09
C -3.26931 2.40006 -0.02169 0.03 0.02 0.00
C -3.51794 1.98971 -1.46744 0.01 -0.02 0.03
C -2.99167 1.92805 2.34001 -0.03 0.01 -0.07
O -3.95566 2.37918 2.93119 0.03 -0.02 0.02
N -1.72410 2.08529 2.81199 0.05 0.03 0.01
C -0.54283 1.55226 2.24029 0.06 0.03 0.01
O 0.51352 1.91623 2.76672 -0.03 0.05 -0.04
N -0.62439 0.70505 1.20812 -0.05 0.00 0.08
C -1.81657 0.45625 0.62517 -0.04 0.03 0.00
O -1.92145 -0.37758 -0.27550 -0.01 -0.13 -0.09
H -5.08371 -1.45422 1.98879 0.00 0.00 0.01
H -4.16850 -0.38435 3.04881 0.00 0.01 0.00
H -3.32627 -1.41339 1.87430 -0.01 0.00 0.01
H -5.19627 0.91326 1.16225 -0.01 0.00 0.00
H -4.37723 -0.14420 0.00102 -0.01 0.00 -0.01
H -2.37460 3.02594 0.03081 -0.03 0.00 -0.01
H -4.09790 3.01357 0.34130 -0.01 -0.01 0.00
H -2.74135 1.31627 -1.82762 -0.01 0.00 -0.01
H -3.52905 2.87964 -2.09994 0.00 0.00 0.01
H -4.47868 1.48460 -1.57526 0.00 0.00 -0.02
H -1.59823 2.62299 3.65651 -0.01 -0.01 0.00
```
Positions in Å, forces in eV/Å.

For the frontier orbital gap, the calculation gives 8.2886 eV. Its energy relative to the best compared isomer or geometry (same formula, charge and spin) is 11.5 kcal/mol. The net charge is -1. As for the energy: -2226.6497 Eh. For the HOMO energy, the calculation gives -6.15 eV.

---

Record 2
# C37H30Br2N7O2P2S2Tl

A molecular structure, C37H30Br2N7O2P2S2Tl at a distorted geometry (ωB97M-V/def2-TZVPD, OMol25).

```
83
Properties=species:S:1:pos:R:3:forces:R:3
Tl -0.01698 0.63377 0.18500 -0.40 -0.09 -0.18
Br -0.60784 -0.45228 -5.08033 -0.10 0.09 -0.01
C -1.58845 0.89944 -4.17741 0.30 -0.22 0.28
C -2.48465 1.68626 -4.89441 -0.14 0.19 0.11
C -3.17350 2.69102 -4.26554 -0.09 0.01 -0.34
Br -4.37513 3.75670 -5.29340 0.07 -0.07 0.07
C -2.99444 2.94095 -2.89200 0.11 -0.07 0.17
C -3.63712 3.97145 -2.17149 0.00 0.00 0.11
C -3.40013 4.12462 -0.83304 -0.07 0.05 -0.06
C -2.51059 3.24288 -0.20104 0.08 -0.12 -0.03
N -1.88692 2.28517 -0.84233 0.01 0.10 0.17
C -2.09399 2.11257 -2.16391 -0.13 0.07 -0.26
C -1.33844 1.05179 -2.80339 0.04 -0.04 -0.33
O -0.49252 0.33159 -2.17161 0.08 0.04 0.50
H -2.62825 1.50335 -5.94998 0.01 0.01 -0.01
H -4.31316 4.63655 -2.69094 -0.02 -0.01 -0.01
H -3.88629 4.90647 -0.26532 0.01 0.00 -0.01
H -2.30225 3.32452 0.86286 -0.05 0.04 0.00
S 0.55608 2.97186 2.36132 0.82 0.09 0.34
C 1.83052 1.94556 2.85030 -0.12 -0.72 -0.13
S 2.28215 0.41882 2.89563 0.06 0.31 0.08
C 2.26062 3.31893 3.21317 -0.93 0.15 -0.41
C 2.19688 3.72865 4.58532 0.06 0.10 0.35
N 2.12028 4.05639 5.68344 0.00 -0.06 -0.08
C 3.19912 3.99309 2.36352 0.27 0.10 -0.16
N 3.94642 4.51763 1.66668 -0.05 -0.04 0.05
C -2.89132 1.14501 4.33986 0.02 0.06 0.03
C -3.69110 0.81703 3.25118 -0.01 -0.03 -0.06
C -3.43431 -0.34017 2.53615 -0.03 -0.04 0.09
C -2.37486 -1.16332 2.91650 -0.05 -0.34 -0.21
C -1.56682 -0.83009 3.99723 0.01 -0.07 -0.03
C -1.83403 0.32686 4.71358 0.02 0.07 0.04
P -1.98407 -2.56476 1.84506 0.45 0.26 -0.03
C -3.46480 -3.54402 1.64368 0.15 0.07 0.21
C -3.75138 -4.11779 0.40912 0.04 0.01 -0.02
C -4.85727 -4.94346 0.29104 -0.02 -0.03 -0.02
C -5.65425 -5.20264 1.39840 0.00 0.00 0.00
C -5.36088 -4.63290 2.63032 -0.01 -0.03 0.03
C -4.26544 -3.79515 2.75646 -0.01 0.04 -0.06
C -0.44823 -3.31316 2.18914 -0.43 0.21 -0.27
C 0.00588 -4.17478 3.19139 0.27 0.01 0.01
C 1.33381 -4.52386 3.20759 -0.20 -0.12 0.26
C 2.20251 -4.00142 2.22628 0.02 0.16 -0.19
C 1.77524 -3.17384 1.22341 0.20 0.02 -0.03
C 0.40182 -2.81819 1.14720 -0.54 -0.17 0.35
H -3.09401 2.04870 4.90115 0.01 -0.01 -0.01
H -4.51382 1.45744 2.96124 0.02 0.02 0.01
H -4.04791 -0.61529 1.68529 -0.02 0.08 0.01
H -0.73776 -1.47233 4.27053 0.03 0.03 -0.03
H -1.21257 0.59433 5.55895 -0.02 0.00 -0.01
H -3.11639 -3.90226 -0.44092 -0.01 -0.03 -0.01
H -5.09515 -5.39195 -0.66413 0.00 0.02 -0.01
H -6.51390 -5.85275 1.30074 0.00 0.00 0.00
H -5.98498 -4.84314 3.48858 -0.01 0.02 0.00
H -4.03312 -3.32408 3.70491 -0.05 -0.04 0.01
H -0.68181 -4.55574 3.93703 0.02 -0.01 0.02
H 1.71545 -5.18964 3.96916 0.00 0.00 -0.02
H 3.24988 -4.27498 2.26468 0.01 0.01 -0.02
H 2.45324 -2.79252 0.47009 0.03 -0.06 0.01
C 5.44438 0.79454 -2.30891 -0.09 0.05 0.02
N 4.30842 -0.09044 -2.54097 0.12 -0.21 -0.11
C 3.68153 0.27611 -3.81172 -0.01 0.07 0.10
N 3.28821 1.67945 -3.87074 -0.02 0.00 -0.24
C 4.44841 2.51521 -3.60351 -0.05 -0.04 0.11
N 5.09682 2.21292 -2.32970 0.22 0.04 -0.07
C 4.26006 2.58192 -1.19760 -0.25 -0.13 0.17
P 2.62067 1.65701 -1.15205 0.44 0.04 -0.47
C 3.35710 -0.04769 -1.43879 -0.18 0.24 0.11
C 2.18947 1.95257 -2.95551 0.00 0.01 0.27
H 6.17737 0.61502 -3.09898 0.01 0.00 0.02
H 5.89769 0.55356 -1.34455 0.01 -0.01 -0.02
H 2.79896 -0.34622 -3.96947 0.01 0.00 -0.02
H 4.40122 0.08668 -4.61198 -0.01 -0.01 0.01
H 4.14043 3.56291 -3.60371 0.03 0.00 -0.03
H 5.17772 2.36021 -4.40249 -0.01 0.00 0.01
H 4.05476 3.65427 -1.23074 0.02 -0.01 0.04
H 4.80276 2.38197 -0.27028 -0.01 0.06 0.01
H 2.53185 -0.73748 -1.64207 0.03 -0.03 0.02
H 3.85822 -0.37379 -0.52182 -0.05 -0.03 0.00
H 1.85720 2.98750 -3.07574 -0.02 -0.03 -0.01
H 1.35990 1.28950 -3.19190 -0.14 0.04 -0.04
O -1.58065 -2.00705 0.41436 -0.14 -0.10 0.09
N -0.11540 -2.07572 0.17476 0.38 0.03 -0.28
```
Positions in Å, forces in eV/Å.

For the frontier orbital gap, the calculation gives 5.7165 eV. Its energy relative to the best compared isomer or geometry (same formula, charge and spin) is 9.5 kcal/mol. As for the energy: -8761.2102 Eh. For the HOMO energy, the calculation gives -7.06 eV.

---

Record 3
# C18H45ClO13P2

5 unconnected molecules or ions with the total composition C18H45ClO13P2 at a distorted geometry (ωB97M-V/def2-TZVPD, OMol25).

```
79
Properties=species:S:1:pos:R:3:forces:R:3
C -1.82607 -1.00895 4.68497 -1.77 2.48 2.29
C -2.32296 0.18454 5.44807 2.02 -2.90 -2.28
O -3.77583 0.45987 5.70288 1.30 0.30 -2.48
P -4.46362 1.38519 4.38667 2.00 5.64 -0.58
O -4.73882 2.92189 4.79020 0.66 -6.46 -1.18
O -3.18262 1.47998 3.15883 -2.10 0.56 2.81
O -5.81894 0.62949 3.59575 2.69 0.75 4.00
P -7.07728 0.18326 4.71347 -0.84 -2.21 -0.28
O -6.60116 -1.39212 5.36509 -0.41 2.24 -1.74
Cl -7.16871 1.45508 6.41230 0.87 -1.15 -0.97
H -2.28709 -2.06869 4.93151 0.32 2.50 -1.45
H -0.98223 -0.88080 3.86233 -1.26 -0.38 2.73
H -1.50149 0.90787 5.90772 -2.47 -0.81 -1.50
H -2.67915 2.32571 3.42438 -1.24 -1.55 -0.46
H -6.77667 -2.04403 4.62176 0.29 0.91 1.06
C 0.36081 4.74950 4.82532 -0.16 -0.21 0.06
O -0.50501 4.80030 3.69789 0.36 0.26 -0.05
C -0.38290 6.02774 2.97367 -0.09 -0.43 -0.35
C 0.50398 5.86089 1.73459 0.25 0.32 0.49
O 1.85458 5.56435 2.09836 -0.40 -0.26 -0.01
C 2.15412 4.17744 1.98977 0.10 0.11 0.01
H 0.43231 3.70744 5.15560 -0.10 0.16 -0.10
H 1.36833 5.10525 4.59405 -0.08 0.02 -0.06
H -0.06318 5.34444 5.63922 0.10 0.03 0.07
H -0.00509 6.82550 3.62556 0.07 -0.12 -0.11
H -1.38836 6.31275 2.64856 0.03 -0.01 0.01
H 0.52035 6.80875 1.18634 -0.03 -0.03 0.03
H 0.10397 5.09238 1.06250 -0.01 0.00 0.15
H 2.30771 3.91460 0.93952 -0.01 -0.15 0.01
H 1.36159 3.55164 2.41165 0.02 0.08 -0.05
H 3.07742 3.98133 2.54052 -0.07 0.13 -0.09
C 5.08529 0.06048 -2.88031 0.23 -0.06 -0.12
O 5.26797 1.46624 -2.99758 -0.47 -0.02 0.27
C 4.05187 2.19124 -2.79384 0.52 0.18 0.21
C 3.97138 2.76169 -1.37334 -0.35 -0.48 -0.15
O 3.89338 1.71887 -0.39823 0.36 0.19 -0.21
C 5.14799 1.46002 0.22145 -0.12 -0.08 0.01
H 6.07002 -0.40395 -2.75906 -0.14 0.18 -0.10
H 4.47069 -0.20989 -2.01758 -0.01 0.10 -0.02
H 4.62804 -0.32656 -3.79533 -0.03 -0.13 0.02
H 3.18286 1.55897 -3.01564 0.08 0.04 0.15
H 4.04797 3.02266 -3.50560 0.00 0.00 0.03
H 3.05330 3.35219 -1.28538 0.03 0.00 -0.04
H 4.81817 3.42659 -1.16560 -0.01 -0.12 -0.09
H 5.35795 2.23305 0.96580 0.12 0.02 0.03
H 5.96499 1.42036 -0.50564 -0.10 0.04 0.02
H 5.08879 0.49234 0.72578 -0.11 0.13 -0.05
C 4.23662 -0.10323 -6.90931 0.19 0.16 0.18
O 5.14725 -1.14466 -6.57845 -0.28 -0.14 -0.40
C 4.78243 -2.39432 -7.17114 0.55 0.13 0.01
C 5.60242 -2.67492 -8.43549 -0.60 0.15 -0.09
O 5.30724 -1.72953 -9.46675 0.28 0.03 0.40
C 6.28770 -0.70223 -9.55843 -0.13 -0.01 -0.07
H 4.71335 0.85531 -6.67685 -0.02 -0.23 0.05
H 3.96878 -0.10424 -7.96922 0.02 -0.09 0.05
H 3.33350 -0.19976 -6.30006 -0.13 0.05 -0.06
H 3.70626 -2.42197 -7.38382 0.14 0.04 -0.10
H 4.99569 -3.17577 -6.43512 0.01 0.01 -0.02
H 5.32718 -3.66335 -8.81832 0.01 0.03 0.04
H 6.67651 -2.68846 -8.21537 -0.12 0.08 0.07
H 7.17563 -1.08463 -10.06938 0.10 0.06 0.02
H 6.56990 -0.31459 -8.57465 -0.03 -0.08 -0.05
H 5.87019 0.11961 -10.14539 -0.02 -0.18 0.01
C -8.26443 -4.50434 2.97575 -0.02 0.25 0.00
O -6.90468 -4.55527 3.39021 -0.14 -0.28 -0.11
C -6.48014 -5.88579 3.69927 0.44 0.24 -0.22
C -5.69334 -6.50613 2.53917 -0.58 -0.21 0.07
O -6.52228 -6.69023 1.38880 0.22 0.41 0.20
C -6.34079 -5.66470 0.41905 -0.10 -0.12 -0.02
H -8.43832 -3.53824 2.48943 0.11 -0.13 0.12
H -8.51358 -5.29574 2.26388 0.09 0.01 0.07
H -8.91650 -4.57604 3.85085 -0.12 -0.06 -0.04
H -7.33858 -6.51169 3.97394 0.09 0.05 -0.15
H -5.82344 -5.82104 4.57244 -0.01 0.00 -0.03
H -5.34407 -7.49807 2.84472 -0.01 0.06 0.02
H -4.81202 -5.90258 2.29158 -0.14 0.04 0.06
H -5.41515 -5.84149 -0.13561 0.04 0.10 -0.05
H -6.31070 -4.66975 0.87390 0.02 -0.09 0.01
H -7.18133 -5.69898 -0.27849 0.09 -0.11 0.11
```
Positions in Å, forces in eV/Å.

Its SMILES is C=CO[P@@](=O)(O)OP(O)Cl.COCCOC.COCCOC.COCCOC.COCCOC. For the frontier orbital gap, the calculation gives 8.5317 eV. As for the energy: -2833.6162 Eh. For the HOMO energy, the calculation gives -9.03 eV.